Formula: C35H62BN7O13P
Source: the OMol25 dataset
Level of theory: wB97M-V/def2-TZVPD

XYZ file:
```
119
Properties=species:S:1:pos:R:3:forces:R:3
C -5.08769 2.09249 -1.51335 -0.130 0.110 -0.097
C -5.53249 1.40813 -2.39221 0.077 -0.550 0.284
C -6.03749 0.35680 -3.28760 0.441 0.397 0.032
C -5.27655 -0.95839 -3.14600 0.236 0.437 0.544
C -4.12444 -1.04768 -2.36825 -0.357 -0.941 -0.458
C -3.47891 -2.27662 -2.22189 0.216 0.327 0.478
C -2.23267 -2.22689 -1.36874 0.727 -0.003 0.192
O -2.52049 -2.49757 0.01173 0.101 0.330 -0.371
C -1.40623 -2.10560 0.75925 0.371 -0.185 0.326
C -0.24001 -2.87515 0.74808 -0.518 -0.014 0.015
C 0.84525 -2.45944 1.49770 0.531 0.285 0.289
C 0.81929 -1.27701 2.24367 -0.423 -0.144 -0.321
C -0.35166 -0.53129 2.23448 -0.128 0.152 0.077
C -1.46367 -0.93704 1.49937 -0.033 -0.067 -0.150
C -3.96931 -3.41665 -2.84591 0.283 0.172 0.055
C -3.33123 -4.79475 -2.67148 -0.451 -0.766 -0.013
O -2.40443 -4.94494 -1.65239 -0.263 0.174 0.113
C -3.03744 -5.25155 -0.39693 0.288 0.467 -0.100
N -5.07578 -3.28984 -3.65983 0.754 0.466 0.065
P -5.80853 -4.54848 -4.62768 -1.333 -2.325 -0.637
O -7.14920 -4.87813 -4.15441 0.191 0.680 0.244
O -4.92647 -5.87535 -4.69314 0.325 1.222 0.210
O -5.73654 -4.03166 -6.12925 0.227 0.408 0.802
C -5.72747 -2.08731 -3.79505 -0.572 0.031 -0.319
B -7.06791 -1.84062 -4.68193 0.098 -0.638 -0.131
O -6.96591 -1.25751 -5.91115 0.054 -0.406 0.202
O -8.26055 -2.20069 -4.15790 0.228 0.958 -0.122
H -4.74256 2.70760 -0.71476 0.027 0.058 -0.118
H -7.09699 0.22410 -3.05270 -0.001 -0.104 -0.261
H -5.94736 0.70963 -4.31848 -0.363 -0.054 -0.004
H -3.71442 -0.17901 -1.87060 -0.099 0.022 -0.002
H -1.82557 -1.20880 -1.40325 -0.190 0.014 -0.266
H -1.42582 -2.86884 -1.72116 -0.225 -0.014 -0.117
H -0.21293 -3.79208 0.16866 0.127 0.056 -0.018
H 1.76528 -3.03420 1.52225 -0.156 -0.159 -0.167
H 1.68725 -0.94923 2.81058 -0.219 -0.166 -0.071
H -0.42324 0.38663 2.80866 0.075 -0.045 -0.014
H -2.37605 -0.35072 1.47412 0.042 -0.014 0.092
H -2.89592 -5.13342 -3.61479 0.183 0.254 0.068
H -4.15675 -5.49259 -2.46582 -0.027 0.102 -0.061
H -2.31751 -4.99321 0.37509 -0.042 -0.242 0.011
H -3.89579 -4.59006 -0.25386 -0.081 -0.227 0.108
H -3.31450 -6.30720 -0.35143 -0.038 0.024 -0.072
H -5.22490 -6.42385 -3.95163 0.081 -0.317 -0.166
H -6.64718 -4.09162 -6.46454 0.086 0.030 -0.275
H -6.09250 -1.38464 -6.29636 0.018 0.359 -0.095
H -8.95549 -1.77075 -4.67918 -0.235 -0.293 0.092
C -8.07441 4.27813 -4.80344 -0.045 -0.058 0.015
C -7.22575 3.19859 -5.42647 -0.064 -0.065 -0.026
O -7.55653 2.01859 -5.39810 0.107 -0.003 0.059
N -6.07080 3.57619 -6.02765 -0.135 0.070 0.157
C -5.52015 4.91444 -6.15708 0.171 -0.330 -0.150
H -8.95655 3.81951 -4.36765 0.027 -0.067 -0.028
H -7.52201 4.79228 -4.01619 -0.014 0.094 -0.055
H -8.39187 4.99906 -5.55723 0.048 0.082 0.061
H -5.55369 2.80937 -6.42728 0.005 0.030 -0.061
H -5.40612 5.16159 -7.21311 -0.009 0.136 0.033
H -4.53846 4.95287 -5.68321 -0.017 0.137 0.020
H -6.16581 5.64980 -5.69070 -0.029 -0.028 0.012
C 2.76744 1.81073 4.67178 -0.096 -0.069 0.015
C 3.63100 0.72524 4.07469 0.066 -0.196 -0.017
O 3.24235 -0.43843 3.99597 0.084 0.162 0.080
N 4.85356 1.07729 3.63003 -0.270 0.194 0.007
C 5.48123 2.39634 3.64797 -0.007 -0.622 -0.257
H 1.82303 1.37238 4.98252 0.038 -0.079 -0.020
H 3.25345 2.25029 5.54297 0.003 0.118 -0.063
H 2.56873 2.59020 3.93520 0.070 0.090 0.079
H 5.37672 0.30730 3.24421 0.042 0.005 0.035
H 5.71740 2.68828 2.62276 0.004 0.165 0.053
H 6.39894 2.35055 4.21642 0.025 0.147 0.052
H 4.82883 3.14179 4.08868 0.001 -0.019 0.040
C 2.41299 -4.25074 -2.46996 -0.029 0.171 -0.230
C 1.80548 -2.88019 -2.59771 -0.067 -0.054 0.012
O 0.59100 -2.71027 -2.60180 -0.092 0.086 -0.104
N 2.64296 -1.81964 -2.69831 -0.011 -0.172 -0.022
C 4.09370 -1.82136 -2.70451 -0.227 0.327 -0.015
H 1.61783 -4.98197 -2.38882 -0.031 0.036 0.074
H 3.01919 -4.48537 -3.34765 0.086 0.029 0.059
H 3.02280 -4.31061 -1.57230 0.054 -0.097 -0.027
H 2.16713 -0.93463 -2.77407 0.024 0.017 0.031
H 4.46333 -1.22334 -1.87005 0.121 -0.076 -0.002
H 4.45677 -1.38131 -3.63474 0.124 -0.072 0.017
H 4.48271 -2.82943 -2.61558 -0.043 -0.021 0.004
C 7.03511 6.19912 5.47048 0.509 -0.110 0.121
C 7.93759 5.15103 4.87122 -0.020 -0.076 0.036
O 7.59848 3.97713 4.79470 0.238 0.221 0.065
N 9.15398 5.54291 4.40925 -0.153 0.076 0.051
C 9.72649 6.87532 4.41303 0.172 -0.344 -0.139
H 6.11771 5.73323 5.78721 -0.005 -0.113 -0.019
H 7.51575 6.65542 6.33922 0.032 0.124 -0.093
H 6.79839 6.96535 4.73359 -0.011 0.083 0.077
H 9.70133 4.78989 4.02338 0.019 0.010 0.006
H 9.95140 7.18142 3.38973 -0.003 0.142 0.044
H 10.65541 6.87395 4.98580 -0.013 0.147 0.021
H 9.04211 7.59199 4.85316 -0.034 -0.030 0.011
C 2.40119 6.74451 6.66060 0.047 -0.044 0.012
C 3.24036 6.97831 5.42821 0.129 -0.100 -0.051
O 4.23916 6.31290 5.18922 -0.579 0.090 -0.068
N 2.85171 7.96366 4.58004 -0.092 -0.053 0.159
C 1.70873 8.85110 4.69590 0.287 -0.005 -0.296
H 2.84005 5.93166 7.23102 0.058 -0.003 -0.058
H 2.37938 7.63794 7.28547 -0.115 -0.001 -0.006
H 1.38306 6.46807 6.38433 -0.040 0.090 0.062
H 3.45485 8.06607 3.77918 -0.010 0.014 -0.009
H 1.05820 8.72481 3.82911 -0.112 0.052 0.077
H 2.05053 9.88666 4.72466 -0.124 0.039 0.068
H 1.14094 8.64273 5.59582 0.024 -0.028 0.014
C 1.88664 -7.30837 1.83465 -0.044 0.034 -0.026
C 2.69532 -6.80997 0.66197 -0.054 0.075 -0.067
O 2.22237 -6.05115 -0.17449 0.014 -0.139 0.205
N 3.97978 -7.23279 0.56108 -0.156 -0.033 0.135
C 4.70643 -8.12298 1.44926 0.148 0.175 -0.336
H 0.88934 -6.88344 1.77434 0.026 0.045 -0.064
H 1.80620 -8.39568 1.81071 0.049 -0.004 0.105
H 2.34250 -6.99708 2.77503 0.001 -0.106 0.032
H 4.46317 -6.86500 -0.24287 0.025 -0.021 0.000
H 5.57938 -7.60652 1.85045 -0.002 -0.088 0.113
H 5.04600 -8.99747 0.89263 0.004 -0.074 0.121
H 4.08163 -8.45007 2.27270 -0.031 0.022 -0.010
```
Positions in Å, forces in eV/Å.

Values from the calculation:
- Kohn-Sham gap (eV) = 6.60
- highest occupied orbital energy (hartree) = -0.3760
- net charge = +1